Entry from OMol25: an isolated ion of composition C4H8N and charge +1 (wB97M-V/def2-TZVPD).

## Properties
highest occupied orbital energy: -14.6 eV
charge: +1
HOMO-LUMO gap: 0.3420 Ha
energy relative to the best compared isomer or geometry (same formula, charge and spin): 3.24 kcal/mol
multiplicity: 1
SMILES: C=[NH+]/C=C/C
LUMO level: -5.28 eV

The geometry in XYZ format:
```
13
Properties=species:S:1:pos:R:3:forces:R:3:nbo_charge:R:1
C -2.179 0.566 -0.833 -1.394 0.282 -0.263 0.095
N -1.303 0.298 0.048 0.228 -0.038 -0.996 -0.383
C 0.064 0.030 -0.305 -0.700 0.430 1.478 -0.100
C 0.916 -0.283 0.669 0.613 0.475 -1.252 -0.067
C 2.338 -0.560 0.355 1.037 -0.519 0.704 -0.675
H -3.228 0.709 -0.594 0.175 0.016 0.566 0.233
H -1.999 0.668 -1.898 0.764 -0.210 0.121 0.230
H -1.595 0.244 1.021 0.133 -0.101 0.020 0.450
H 0.249 0.244 -1.341 0.353 -0.356 -0.220 0.234
H 0.639 -0.248 1.713 -0.295 -0.335 0.031 0.228
H 2.743 -0.222 -0.592 -0.494 0.278 -0.252 0.244
H 2.991 -0.166 1.137 -0.129 0.152 -0.002 0.251
H 2.551 -1.634 0.383 -0.291 -0.076 0.066 0.261
```
Forces are in eV/Å.